[1]
C35H28Br2KN6O5 | ωB97M-V/def2-TZVPD

XYZ file:
```
77
Properties=species:S:1:pos:R:3:lowdin_charge:R:1
K 8.954 9.271 11.935 0.72
C 11.730 7.144 10.544 -0.15
N 10.308 6.929 10.510 -0.17
C 9.730 7.114 9.201 -0.14
C 9.530 8.565 8.757 -0.28
C 8.527 8.766 7.806 -0.03
C 8.226 10.068 7.430 -0.05
C 9.010 11.088 7.971 -0.06
C 10.003 10.801 8.888 -0.13
N 10.245 9.547 9.296 0.09
C 9.946 5.618 11.057 -0.12
C 9.585 5.692 12.521 -0.30
C 10.265 4.981 13.499 -0.04
C 9.824 5.058 14.823 -0.07
C 8.746 5.875 15.070 -0.06
C 8.153 6.559 14.012 -0.13
N 8.527 6.460 12.751 0.11
C 12.281 7.363 11.938 -0.24
C 13.630 7.149 12.197 -0.03
C 14.150 7.520 13.438 -0.07
C 13.259 7.992 14.399 -0.08
C 11.911 8.090 14.093 -0.12
N 11.435 7.822 12.883 0.12
H 11.982 8.051 9.951 0.13
H 12.281 6.325 10.106 0.11
H 8.744 6.683 9.252 0.11
H 10.287 6.548 8.438 0.13
H 7.948 7.909 7.478 0.12
H 7.452 10.300 6.738 0.10
H 8.794 12.103 7.689 0.10
H 10.587 11.601 9.322 0.10
H 10.743 4.911 10.903 0.11
H 9.097 5.251 10.532 0.11
H 11.135 4.390 13.204 0.11
H 10.374 4.536 15.608 0.11
H 8.343 6.000 16.078 0.11
H 7.318 7.205 14.259 0.09
H 14.268 6.760 11.388 0.11
H 15.210 7.396 13.657 0.10
H 13.643 8.249 15.380 0.10
H 11.165 8.433 14.816 0.11
O 10.358 13.460 13.369 0.12
C 9.907 12.556 12.501 -0.47
O 10.664 11.846 11.883 0.08
C 8.407 12.583 12.284 -0.19
C 7.591 13.532 12.882 -0.01
C 6.252 13.569 12.510 -0.05
C 5.765 12.719 11.518 0.01
C 6.635 11.745 11.013 -0.15
N 7.925 11.709 11.393 0.12
C 6.235 10.755 9.904 -0.70
O 5.506 11.249 9.033 -0.03
O 6.679 9.593 9.976 -0.05
H 11.274 13.196 13.522 0.10
H 8.016 14.266 13.575 0.12
H 5.601 14.297 12.990 0.10
H 4.737 12.757 11.160 0.12
C 13.237 11.280 14.237 -0.06
C 12.255 11.251 15.340 -0.37
C 12.698 11.599 16.633 -0.03
C 11.816 11.483 17.673 -0.04
C 10.477 11.094 17.398 -0.21
C 9.480 10.993 18.385 -0.69
Br 9.836 11.450 20.160 0.73
C 8.238 10.469 18.096 -0.21
C 7.935 10.097 16.791 -0.58
Br 6.173 9.366 16.448 0.67
C 8.836 10.189 15.696 -0.45
O 8.569 9.855 14.517 -0.16
C 10.150 10.725 16.086 -0.15
N 11.034 10.850 15.083 0.17
H 14.125 10.705 14.556 0.08
H 13.595 12.306 14.047 0.08
H 12.818 10.864 13.314 0.08
H 13.733 11.872 16.802 0.11
H 12.091 11.750 18.701 0.07
H 7.509 10.286 18.909 0.10
```

Output
* Kohn-Sham gap: 6.4 eV
* total energy: -212342.89819 eV
* total charge: -1

=====

[2]
C33H81N5O15 | ωB97M-V/def2-TZVPD

XYZ file:
```
134
Properties=species:S:1:pos:R:3:lowdin_charge:R:1
C 1.721 -1.537 -2.749 0.00
C 0.982 -1.059 -1.438 -0.27
C 1.968 -0.777 -0.321 -0.23
O 2.532 0.489 -0.489 -0.16
C 3.671 0.520 0.350 -0.09
N -0.050 0.038 -1.576 0.21
H -0.795 -0.146 -2.272 0.10
H -0.484 0.219 -0.643 0.09
H 0.323 0.961 -1.837 0.13
H 2.262 -0.753 -3.207 0.07
H 0.952 -1.874 -3.477 0.07
H 2.338 -2.294 -2.388 0.05
H 0.379 -1.910 -0.999 0.15
H 2.662 -1.632 -0.386 0.13
H 1.598 -0.862 0.737 0.13
H 4.124 1.536 0.250 0.11
H 4.438 -0.192 0.010 0.10
H 3.458 0.268 1.389 0.05
C -0.876 0.418 -6.270 -0.02
C -2.393 0.117 -6.059 -0.27
C -2.643 -1.355 -6.443 -0.18
O -4.065 -1.543 -6.428 -0.18
C -4.339 -2.821 -6.920 -0.13
N -2.867 0.443 -4.657 0.19
H -2.313 -0.116 -3.997 0.07
H -2.833 1.454 -4.318 0.06
H -3.778 -0.006 -4.516 0.14
H -0.229 -0.429 -5.943 0.10
H -0.590 1.319 -5.772 0.06
H -0.793 0.510 -7.356 0.08
H -3.003 0.808 -6.690 0.16
H -2.181 -2.085 -5.753 0.13
H -2.305 -1.523 -7.434 0.11
H -3.963 -2.926 -7.966 0.10
H -5.398 -3.000 -6.907 0.08
H -3.831 -3.655 -6.385 0.10
C -6.102 2.335 0.007 0.00
N -4.796 1.657 -0.247 -0.30
C -4.667 0.382 0.632 0.05
C -4.694 1.269 -1.687 -0.02
C -3.560 2.515 0.108 -0.08
C -3.614 3.405 1.356 -0.21
O -3.953 2.674 2.530 -0.07
H -6.972 1.783 -0.321 0.10
H -6.038 3.210 -0.558 0.08
H -6.283 2.524 1.075 0.12
H -3.900 -0.251 0.224 0.07
H -5.626 -0.117 0.560 0.11
H -4.476 0.676 1.650 0.08
H -3.629 1.014 -1.918 0.09
H -5.010 2.077 -2.333 0.10
H -5.358 0.392 -1.811 0.11
H -3.372 3.214 -0.735 0.15
H -2.722 1.819 0.235 0.10
H -4.393 4.197 1.149 0.13
H -2.616 3.846 1.422 0.10
H -3.314 1.993 2.701 0.01
C 1.164 1.716 3.368 0.03
N 1.031 3.225 3.350 -0.28
C -0.431 3.536 3.677 0.03
C 1.922 3.769 4.425 -0.01
C 1.507 3.855 1.989 -0.05
C 0.803 3.141 0.838 -0.21
O -0.586 3.434 0.933 -0.11
H 0.943 1.482 4.361 0.09
H 2.203 1.456 3.134 0.09
H 0.465 1.212 2.713 0.08
H -1.042 2.710 3.309 0.08
H -0.662 4.503 3.294 0.10
H -0.458 3.530 4.749 0.09
H 2.954 3.627 4.210 0.06
H 1.702 3.409 5.432 0.11
H 1.759 4.865 4.449 0.12
H 2.559 3.713 1.965 0.08
H 1.257 4.941 1.944 0.15
H 1.015 2.094 0.644 0.10
H 1.226 3.625 -0.043 0.13
H -0.967 2.550 1.070 0.01
C 4.844 -1.915 4.944 0.04
N 4.166 -2.566 3.709 -0.32
C 2.827 -1.885 3.325 0.03
C 5.070 -2.444 2.498 0.01
C 4.067 -4.019 3.941 -0.15
C 2.826 -4.689 4.521 -0.23
O 2.847 -4.719 5.952 -0.08
H 4.950 -0.837 4.709 0.07
H 5.659 -2.650 5.125 0.10
H 4.102 -2.037 5.778 0.11
H 2.369 -2.462 2.500 0.07
H 3.112 -0.859 2.976 0.06
H 2.161 -1.785 4.234 0.13
H 4.623 -3.038 1.750 0.06
H 6.069 -2.706 2.812 0.11
H 5.184 -1.394 2.214 0.09
H 4.920 -4.363 4.449 0.11
H 4.037 -4.419 2.889 0.11
H 2.883 -5.734 4.087 0.14
H 1.869 -4.312 4.085 0.12
H 2.222 -5.432 6.202 0.10
C 1.311 -5.409 -0.328 -0.03
C 1.957 -4.652 0.840 -0.77
O 1.122 -4.033 1.542 -0.09
O 3.204 -4.618 0.918 -0.08
H 0.288 -5.625 -0.099 0.05
H 1.818 -6.335 -0.728 0.08
H 1.353 -4.681 -1.139 0.05
C -1.783 -1.316 1.140 0.00
C -1.684 0.124 1.545 -0.68
O -1.045 0.884 0.803 -0.08
O -2.218 0.519 2.654 -0.05
H -2.711 -1.868 1.409 0.10
H -1.041 -1.853 1.767 0.10
H -1.685 -1.625 0.118 0.05
C -0.738 4.328 -3.995 0.00
C -1.472 3.029 -3.690 -0.71
O -2.703 2.931 -4.010 -0.09
O -0.871 2.062 -3.208 -0.04
H -0.883 4.475 -5.059 0.08
H 0.241 4.279 -3.552 0.07
H -1.169 5.200 -3.495 0.08
C 6.354 2.245 2.372 -0.01
C 5.004 2.013 3.060 -0.76
O 4.870 0.967 3.727 -0.07
O 4.094 2.786 2.740 -0.09
H 6.300 2.902 1.550 0.05
H 6.732 1.260 2.115 0.06
H 7.000 2.543 3.204 0.08
C -2.958 -3.467 -2.857 -0.01
C -2.529 -1.991 -2.850 -0.71
O -1.412 -1.713 -3.432 -0.11
O -3.255 -1.168 -2.292 -0.05
H -2.456 -4.059 -3.624 0.07
H -4.035 -3.561 -2.996 0.07
H -2.756 -3.920 -1.842 0.09
```

Output
* Kohn-Sham gap: 8.3 eV
* total energy: -73695.47255 eV

=====

Copy entry 1 word for word.
C35H28Br2KN6O5 | ωB97M-V/def2-TZVPD

XYZ file:
```
77
Properties=species:S:1:pos:R:3:lowdin_charge:R:1
K 8.954 9.271 11.935 0.72
C 11.730 7.144 10.544 -0.15
N 10.308 6.929 10.510 -0.17
C 9.730 7.114 9.201 -0.14
C 9.530 8.565 8.757 -0.28
C 8.527 8.766 7.806 -0.03
C 8.226 10.068 7.430 -0.05
C 9.010 11.088 7.971 -0.06
C 10.003 10.801 8.888 -0.13
N 10.245 9.547 9.296 0.09
C 9.946 5.618 11.057 -0.12
C 9.585 5.692 12.521 -0.30
C 10.265 4.981 13.499 -0.04
C 9.824 5.058 14.823 -0.07
C 8.746 5.875 15.070 -0.06
C 8.153 6.559 14.012 -0.13
N 8.527 6.460 12.751 0.11
C 12.281 7.363 11.938 -0.24
C 13.630 7.149 12.197 -0.03
C 14.150 7.520 13.438 -0.07
C 13.259 7.992 14.399 -0.08
C 11.911 8.090 14.093 -0.12
N 11.435 7.822 12.883 0.12
H 11.982 8.051 9.951 0.13
H 12.281 6.325 10.106 0.11
H 8.744 6.683 9.252 0.11
H 10.287 6.548 8.438 0.13
H 7.948 7.909 7.478 0.12
H 7.452 10.300 6.738 0.10
H 8.794 12.103 7.689 0.10
H 10.587 11.601 9.322 0.10
H 10.743 4.911 10.903 0.11
H 9.097 5.251 10.532 0.11
H 11.135 4.390 13.204 0.11
H 10.374 4.536 15.608 0.11
H 8.343 6.000 16.078 0.11
H 7.318 7.205 14.259 0.09
H 14.268 6.760 11.388 0.11
H 15.210 7.396 13.657 0.10
H 13.643 8.249 15.380 0.10
H 11.165 8.433 14.816 0.11
O 10.358 13.460 13.369 0.12
C 9.907 12.556 12.501 -0.47
O 10.664 11.846 11.883 0.08
C 8.407 12.583 12.284 -0.19
C 7.591 13.532 12.882 -0.01
C 6.252 13.569 12.510 -0.05
C 5.765 12.719 11.518 0.01
C 6.635 11.745 11.013 -0.15
N 7.925 11.709 11.393 0.12
C 6.235 10.755 9.904 -0.70
O 5.506 11.249 9.033 -0.03
O 6.679 9.593 9.976 -0.05
H 11.274 13.196 13.522 0.10
H 8.016 14.266 13.575 0.12
H 5.601 14.297 12.990 0.10
H 4.737 12.757 11.160 0.12
C 13.237 11.280 14.237 -0.06
C 12.255 11.251 15.340 -0.37
C 12.698 11.599 16.633 -0.03
C 11.816 11.483 17.673 -0.04
C 10.477 11.094 17.398 -0.21
C 9.480 10.993 18.385 -0.69
Br 9.836 11.450 20.160 0.73
C 8.238 10.469 18.096 -0.21
C 7.935 10.097 16.791 -0.58
Br 6.173 9.366 16.448 0.67
C 8.836 10.189 15.696 -0.45
O 8.569 9.855 14.517 -0.16
C 10.150 10.725 16.086 -0.15
N 11.034 10.850 15.083 0.17
H 14.125 10.705 14.556 0.08
H 13.595 12.306 14.047 0.08
H 12.818 10.864 13.314 0.08
H 13.733 11.872 16.802 0.11
H 12.091 11.750 18.701 0.07
H 7.509 10.286 18.909 0.10
```

Output
* Kohn-Sham gap: 6.4 eV
* total energy: -212342.89819 eV
* total charge: -1

=====

- The highest Kohn-Sham gap belongs to which entry?
  C33H81N5O15

=====

- Among the records above, which one has the lowest Kohn-Sham gap?
  C35H28Br2KN6O5